1.
A structure of composition C3H8CoO3 at a distorted geometry. Source: the OMol25 dataset; level of theory: ωB97M-V with the def2-TZVPD basis set.

ΔE to the lowest compared entry with this formula, charge and spin	0.476	eV
LUMO energy (alpha / beta)	-4.8 / -7.6	eV
maximum force	2.79	eV Å⁻¹
multiplicity	5
Kohn-Sham gap (alpha / beta)	11.104 / 7.118	eV
HOMO (alpha / beta)	-15.90 / -14.74	eV
electronic energy	-46999.5530	eV
molecular weight	151.0	g/mol
net charge	+1

Last column: Löwdin charge in e.
Positions of all 15 atoms, in Å:
1 O 0.85 -1.35 2.16  -0.111
2 C -0.02 -2.19 1.44  -0.230
3 C 0.63 -2.49 0.10  -0.150
4 O 0.87 -1.22 -0.53  -0.311
5 C 1.52 -1.26 -1.79  -0.030
6 Co 1.01 0.07 0.94  1.057
7 H -0.18 -3.16 1.96  0.143
8 H -0.02 -3.09 -0.56  0.154
9 H 1.62 -2.97 0.22  0.151
10 H 0.98 -1.94 -2.47  0.118
11 H 1.50 -0.25 -2.21  0.112
12 H 2.56 -1.59 -1.67  0.115
13 O -0.53 1.08 0.82  -0.239
14 H -1.07 -1.60 1.26  0.199
15 H -0.89 1.41 0.00  0.022



2.
A cluster of 2 separate species, C4H12 in total at a distorted geometry. Source: the OMol25 dataset; level of theory: ωB97M-V with the def2-TZVPD basis set.

ΔE to the lowest compared entry with this formula, charge and spin	0.229	eV
LUMO energy	1.1	eV
maximum force	1.33	eV Å⁻¹
Kohn-Sham gap	12.749	eV
HOMO	-11.64	eV
electronic energy	-4342.2993	eV
molecular weight	60.1	g/mol

Last column: Löwdin charge in e.
Positions of all 16 atoms, in Å:
1 C 1.98 -1.42 -0.26  -0.167
2 C 1.86 -1.24 1.26  -0.168
3 H 2.99 -1.17 -0.59  0.060
4 H 1.87 -2.44 -0.59  0.055
5 H 1.27 -0.73 -0.72  0.048
6 H 0.83 -1.09 1.57  0.053
7 H 2.37 -0.29 1.48  0.060
8 H 2.41 -1.97 1.84  0.058
9 C -2.44 1.25 0.10  -0.166
10 C -1.43 1.31 -1.06  -0.176
11 H -2.75 2.27 0.33  0.057
12 H -3.31 0.68 -0.19  0.060
13 H -1.95 0.88 1.00  0.054
14 H -0.52 1.82 -0.78  0.058
15 H -1.89 1.84 -1.90  0.057
16 H -1.29 0.31 -1.48  0.056



3.
A cluster of 9 separate species, C32H62F4O22 in total at a distorted geometry. Source: the OMol25 dataset; level of theory: ωB97M-V with the def2-TZVPD basis set.

LUMO energy	-0.1	eV
maximum force	5.29	eV Å⁻¹
Kohn-Sham gap	9.175	eV
HOMO	-9.32	eV
electronic energy	-90095.3372	eV
molecular weight	874.8	g/mol

Last column: Löwdin charge in e.
Positions of all 120 atoms, in Å:
1 O -6.81 -0.83 -0.67  0.129
2 C -5.85 -0.15 -0.33  -0.615
3 O -4.83 -0.77 0.23  0.081
4 C -3.89 0.18 0.67  -0.078
5 C -4.21 1.39 -0.22  -0.255
6 F -3.47 1.50 -1.32  0.098
7 O -5.61 1.10 -0.53  0.170
8 H -3.90 0.36 1.75  0.126
9 H -2.90 -0.20 0.43  0.118
10 H -4.06 2.30 0.36  0.166
11 O 3.56 3.37 -5.28  0.139
12 C 3.31 2.82 -4.21  -0.497
13 O 2.31 3.17 -3.30  0.056
14 C 2.48 2.39 -2.13  -0.071
15 C 3.33 1.18 -2.62  -0.310
16 F 2.43 0.32 -2.99  0.109
17 O 3.96 1.76 -3.75  0.141
18 H 3.05 2.97 -1.40  0.120
19 H 1.54 2.11 -1.66  0.117
20 H 4.04 0.74 -1.92  0.152
21 O -1.40 4.74 8.59  0.145
22 C -0.69 3.98 7.95  -0.489
23 O 0.33 4.39 7.15  0.061
24 C 1.08 3.29 6.80  -0.110
25 C 0.15 2.10 6.97  -0.268
26 F 0.88 1.03 7.42  0.069
27 O -0.75 2.62 7.94  0.133
28 H 1.49 3.35 5.80  0.125
29 H 1.88 3.39 7.54  0.152
30 H -0.44 1.77 6.12  0.155
31 O 0.77 5.10 4.01  0.152
32 C 1.17 5.15 2.85  -0.421
33 O 2.34 5.79 2.45  0.048
34 C 2.41 5.88 1.07  -0.062
35 C 1.51 4.62 0.67  -0.287
36 F 2.23 3.47 0.68  0.058
37 O 0.58 4.62 1.70  0.095
38 H 2.03 6.88 0.90  0.141
39 H 3.39 5.89 0.58  0.139
40 H 0.93 4.71 -0.25  0.171
41 C -2.74 -3.48 -2.40  -0.140
42 O -2.06 -4.01 -3.47  -0.184
43 C -2.84 -4.33 -4.66  -0.167
44 C -3.32 -3.05 -5.37  -0.159
45 O -4.26 -2.31 -4.57  -0.203
46 C -5.51 -2.88 -4.43  -0.129
47 H -3.59 -4.12 -2.16  0.097
48 H -3.01 -2.42 -2.45  0.089
49 H -2.12 -3.60 -1.51  0.077
50 H -3.49 -5.20 -4.72  0.119
51 H -2.04 -4.80 -5.23  0.119
52 H -3.86 -3.26 -6.29  0.121
53 H -2.50 -2.41 -5.68  0.106
54 H -6.16 -2.43 -3.68  0.096
55 H -5.41 -3.94 -4.21  0.077
56 H -6.08 -2.92 -5.36  0.084
57 C 0.43 -1.82 -4.33  -0.138
58 O 1.16 -1.60 -5.45  -0.166
59 C 0.47 -1.16 -6.57  -0.205
60 C 0.41 0.34 -6.49  -0.169
61 O -0.13 0.95 -7.71  -0.183
62 C -0.58 2.28 -7.56  -0.130
63 H 1.09 -1.93 -3.47  0.087
64 H -0.20 -2.69 -4.51  0.081
65 H -0.33 -1.06 -4.16  0.086
66 H -0.50 -1.63 -6.71  0.121
67 H 1.11 -1.41 -7.41  0.137
68 H 1.40 0.75 -6.33  0.132
69 H -0.30 0.67 -5.73  0.118
70 H -1.46 2.39 -6.92  0.078
71 H -0.94 2.69 -8.50  0.085
72 H 0.14 2.98 -7.13  0.083
73 C 3.63 -1.32 -0.16  -0.095
74 O 3.80 0.04 0.25  -0.230
75 C 4.52 0.19 1.48  -0.150
76 C 3.66 -0.31 2.69  -0.138
77 O 3.58 -1.76 2.86  -0.232
78 C 4.79 -2.33 3.33  -0.101
79 H 4.53 -1.92 -0.05  0.094
80 H 3.40 -1.46 -1.21  0.082
81 H 2.89 -1.81 0.49  0.086
82 H 4.85 1.22 1.62  0.126
83 H 5.42 -0.38 1.25  0.111
84 H 2.67 0.13 2.59  0.110
85 H 4.09 0.01 3.64  0.117
86 H 5.01 -1.95 4.33  0.090
87 H 5.63 -2.14 2.66  0.081
88 H 4.70 -3.41 3.46  0.089
89 C -2.76 -2.30 3.00  -0.060
90 O -1.64 -3.22 3.13  -0.177
91 C -0.37 -2.68 2.82  -0.191
92 C 0.24 -2.03 4.12  -0.150
93 O 0.40 -3.09 5.12  -0.188
94 C 1.38 -4.13 4.80  -0.075
95 H -3.10 -2.24 1.96  0.075
96 H -2.54 -1.31 3.39  0.071
97 H -3.59 -2.80 3.49  0.094
98 H -0.40 -2.03 1.95  0.097
99 H 0.30 -3.49 2.50  0.112
100 H -0.53 -1.37 4.50  0.107
101 H 1.18 -1.56 3.82  0.091
102 H 2.20 -3.61 4.31  0.065
103 H 1.00 -4.92 4.15  0.080
104 H 1.73 -4.69 5.66  0.083
105 C -1.93 1.81 3.37  -0.077
106 O -1.56 1.18 2.13  -0.214
107 C -0.13 0.98 1.94  -0.150
108 C 0.19 0.72 0.50  -0.179
109 O -0.45 -0.51 0.14  -0.210
110 C 0.04 -1.04 -1.08  -0.075
111 H -1.80 1.09 4.17  0.066
112 H -2.99 2.04 3.49  0.093
113 H -1.27 2.67 3.52  0.081
114 H 0.08 0.14 2.60  0.100
115 H 0.41 1.85 2.32  0.110
116 H 1.25 0.66 0.24  0.103
117 H -0.16 1.51 -0.17  0.123
118 H -0.53 -1.96 -1.18  0.089
119 H 1.11 -1.23 -0.95  0.063
120 H -0.10 -0.31 -1.87  0.086



4.
An isolated molecule of C4H5N3. Source: the OMol25 dataset; level of theory: ωB97M-V with the def2-TZVPD basis set.

ΔE to the lowest compared entry with this formula, charge and spin	0.640	eV
LUMO energy	0.8	eV
maximum force	0.59	eV Å⁻¹
Kohn-Sham gap	9.900	eV
HOMO	-9.11	eV
electronic energy	-8699.1728	eV
molecular weight	95.1	g/mol

Last column: Löwdin charge in e.
Positions of all 12 atoms, in Å:
1 N -2.03 0.15 0.03  0.079
2 C -0.63 0.07 0.00  -0.303
3 C 0.19 1.18 0.16  -0.093
4 N 1.52 1.11 0.25  0.071
5 C 2.06 -0.10 0.17  -0.228
6 N 1.39 -1.23 -0.05  0.070
7 C 0.07 -1.13 -0.16  -0.099
8 H -2.45 0.71 -0.70  0.089
9 H -2.51 -0.74 0.09  0.082
10 H -0.25 2.17 0.23  0.113
11 H 3.14 -0.17 0.31  0.105
12 H -0.49 -2.05 -0.34  0.111



Among the records above, which one has the lowest molecular weight? C4H12